1.
55
Properties=species:S:1:pos:R:3:forces:R:3 method="wB97M-V/def2-TZVPD" e_above_lowest_kcal_mol=325.7 homo_ev=-19.31 orbital_gap_ev=1.674 lumo_energy_ha=-0.6479 multiplicity=1 total_charge=+4
Na -0.614042 -5.199219 -1.575409 0.0 0.0 0.0
Hf 4.865988 -2.739399 -1.499859 -2.6 0.6 0.3
O 1.665938 -2.757909 -1.267909 1.3 -1.0 -0.1
H 0.857698 -2.209309 -1.250459 1.1 0.5 -0.1
C 4.916768 -1.541079 4.714851 -0.1 -0.4 0.1
O 4.123868 -0.370629 4.480261 -1.5 0.3 -1.9
P 3.062288 -0.423859 3.219341 1.2 -0.3 -0.1
O 3.609548 -1.065099 1.978601 -0.8 0.6 1.5
O 1.754148 -1.090359 3.867921 1.4 0.1 -0.8
C 1.103638 -2.239829 3.357901 -1.4 -0.4 -0.1
O 2.558498 1.073161 3.016451 1.4 -1.7 -0.3
C 1.984128 1.753091 4.096551 -1.0 1.3 1.1
H 4.454908 -2.402959 4.233251 0.0 -0.1 0.3
H 5.005768 -1.646449 5.796081 -0.1 -0.1 0.0
H 5.919658 -1.451419 4.297381 0.1 0.4 -0.1
H 1.544368 -2.854489 2.573011 1.2 0.3 0.5
H 0.211508 -1.889439 2.838821 -0.5 0.3 0.3
H 0.780748 -2.811729 4.227821 0.1 -0.2 -0.2
H 1.043078 1.279691 4.376561 -0.4 0.2 -0.3
H 1.860818 2.785851 3.770511 -0.2 -0.2 0.2
H 2.525418 1.737991 5.042531 0.7 -0.1 -0.2
C 3.989328 3.718051 -1.581899 1.2 0.3 1.2
O 3.005328 3.473121 -2.553789 -1.4 -1.0 -0.6
P 2.223568 2.121171 -2.325539 0.1 1.9 -1.2
O 3.111248 0.953341 -2.038719 -1.5 0.4 -0.2
O 1.175328 2.575981 -1.149809 2.2 -0.8 -1.0
C 0.262238 1.612881 -0.726879 -2.1 -0.7 -1.0
O 1.302558 2.056581 -3.683469 0.5 0.1 2.7
C 1.754518 2.246681 -5.010349 0.6 -1.1 -0.9
H 4.849068 3.076371 -1.774819 0.2 0.3 -0.1
H 3.628118 3.450431 -0.588919 -0.1 0.1 0.1
H 4.237688 4.779351 -1.575969 0.1 -0.2 -0.3
H 0.160868 0.875931 -1.523579 -0.2 -0.3 0.0
H -0.693322 2.131731 -0.650659 -0.1 0.0 0.2
H 0.388458 1.048151 0.196831 0.9 0.5 0.3
H 1.246748 3.023101 -5.582559 -0.3 0.4 0.6
H 1.440178 1.315861 -5.482449 0.1 -0.1 -0.4
H 2.834378 2.360151 -5.105849 -0.1 0.2 0.3
C -3.788342 -0.345879 -3.398329 -0.1 0.0 -1.1
O -4.420722 -0.124429 -2.163459 0.2 -0.9 2.0
P -4.555852 -1.352449 -1.109199 0.2 1.2 0.3
O -3.478212 -2.355409 -1.200939 -0.4 0.3 0.3
O -4.673412 -0.522449 0.307001 -0.2 -1.0 -2.6
C -5.167192 -1.234199 1.439331 0.4 -0.4 1.1
O -6.002362 -1.959489 -1.470759 2.7 0.7 0.8
C -7.040142 -1.036669 -1.384979 -3.1 -0.3 -0.5
H -4.579922 -0.260679 -4.142809 0.0 -0.3 -0.4
H -3.221272 -1.273919 -3.471029 -0.3 0.0 0.2
H -3.124552 0.484991 -3.637379 0.1 0.3 0.3
H -6.076332 -0.803619 1.859041 -0.3 0.4 -0.5
H -4.435612 -1.091409 2.234631 0.1 -0.2 0.0
H -5.336512 -2.293419 1.245711 0.1 0.0 -0.1
H -7.246992 -0.587099 -2.356159 0.3 0.3 -0.3
H -7.112672 -0.287969 -0.596129 0.9 -0.2 0.1
H -7.890942 -1.711419 -1.290339 -0.5 0.2 0.2

2.
23
Properties=species:S:1:pos:R:3:forces:R:3 method="wB97M-V/def2-TZVPD" e_above_lowest_kcal_mol=12.7 homo_ev=-9.28 orbital_gap_ev=9.979 lumo_energy_ha=0.0258 smiles="N=C(NN)NN.Cc1ncon1" multiplicity=1
N 0.163965 -1.741846 -3.184478 0.0 0.1 0.4
C -0.255380 -1.311682 -2.053402 0.0 -0.3 -0.4
N -0.272794 0.011553 -1.628614 -1.2 -0.4 -0.4
N -1.371347 0.513360 -0.892093 -1.6 -1.1 -0.6
N -0.747146 -2.229078 -1.124490 0.1 -0.3 -0.4
N -0.285130 -2.180329 0.210041 0.2 1.0 0.5
H 0.355685 -0.975921 -3.821199 0.0 0.1 -0.1
H -0.020599 0.664906 -2.353788 -0.1 0.0 -0.2
H -1.173702 0.413104 0.097961 0.0 0.2 -0.3
H -2.208746 -0.058921 -1.081092 0.5 0.2 -0.2
H -0.630574 -3.163326 -1.505220 -0.1 0.2 0.1
H 0.642267 -1.714595 0.259753 -0.8 -0.5 0.0
H -0.954563 -1.618048 0.755996 0.6 -0.4 -0.3
C -0.192924 1.870865 2.892615 -0.1 0.0 0.0
C 0.687676 1.333967 1.813072 0.0 0.3 -0.3
N 0.388969 1.477513 0.467667 1.9 0.2 0.8
C 1.407311 0.872364 -0.082775 -0.3 0.9 1.6
O 2.275774 0.386578 0.782878 0.2 -0.1 0.1
N 1.794365 0.698518 2.050354 -0.1 -0.2 0.3
H -1.064914 2.363808 2.445755 0.3 -0.1 0.1
H 0.360213 2.592208 3.501811 -0.1 -0.1 -0.1
H -0.529772 1.057974 3.542332 0.0 0.2 0.0
H 1.631363 0.737028 -1.093081 0.6 0.1 -0.9

3.
104
Properties=species:S:1:pos:R:3:forces:R:3 method="wB97M-V/def2-TZVPD" e_above_lowest_kcal_mol=16.6 homo_ev="-13.02 / -14.24" s_squared=6.02 orbital_gap_ev="8.137 / 6.245" lumo_energy_ha="-0.1794 / -0.2938" multiplicity=5 total_charge=+2
Pd -0.344882 1.276179 -0.531031 -0.5 -0.1 -0.1
C -0.339574 -0.246501 2.496567 -0.1 0.0 0.0
Sb -1.441285 -1.405905 1.088016 0.1 0.2 0.2
C -2.243020 0.249445 -0.039104 -0.2 -0.3 0.1
C -2.559166 0.081140 -1.480128 0.0 0.1 0.1
C -3.648708 -0.561994 -2.052256 0.0 0.0 0.0
C -3.808360 -0.508366 -3.426391 0.0 0.0 0.0
C -2.883899 0.183161 -4.199154 0.0 0.0 0.0
C -1.835375 0.819437 -3.564035 0.1 0.1 0.0
N -1.692702 0.772777 -2.237811 0.2 -0.1 0.1
Si -3.608456 1.214133 0.880788 0.0 -0.1 -0.1
C -4.963343 0.025346 1.370003 0.0 0.0 0.0
C -4.238338 2.422032 -0.398054 0.0 0.1 0.0
C -2.951117 2.024230 2.429295 0.0 0.0 0.1
C -0.063192 -2.991300 0.502893 -0.1 0.3 -0.1
C 0.854998 -2.371652 -0.508705 -0.1 -0.2 0.1
C 1.953552 -3.102393 -0.973713 0.0 0.1 0.0
C 2.711734 -2.618333 -2.018663 0.0 0.0 0.0
C 2.358014 -1.404695 -2.595289 0.0 -0.1 0.0
C 1.292360 -0.721054 -2.057533 -0.1 -0.1 -0.1
N 0.557425 -1.165033 -1.021400 0.0 0.1 -0.2
Si 0.810762 -3.660868 2.103557 -0.1 -0.1 0.0
C 1.424293 -5.405987 1.870678 0.0 0.0 0.0
C -0.416036 -3.710447 3.520827 0.0 0.0 0.0
C 2.286147 -2.575658 2.467070 0.0 0.0 0.0
Si -1.135486 -4.353753 -0.370876 0.0 0.0 0.0
C -0.067203 -5.552683 -1.307109 0.0 0.0 0.0
C -2.195876 -5.190399 0.913432 0.0 0.0 0.0
C -2.234967 -3.472479 -1.595312 0.0 0.0 0.0
H -1.028965 0.338090 3.099164 0.0 0.0 0.0
H 0.303922 0.433145 1.930530 0.0 0.0 0.0
H 0.272720 -0.870405 3.137071 0.0 0.0 0.0
H -4.359189 -1.082100 -1.425883 0.0 0.0 0.0
H -4.650880 -0.998926 -3.895894 0.0 0.0 0.0
H -2.983086 0.246640 -5.273017 0.0 0.0 0.0
H -1.103571 1.395396 -4.116002 0.0 0.0 0.0
H -5.548659 -0.313458 0.513822 0.0 0.0 0.0
H -5.652184 0.521927 2.058093 0.0 0.0 0.0
H -4.575300 -0.855707 1.889449 0.0 0.0 0.0
H -4.934769 1.923105 -1.074573 0.0 0.0 0.0
H -3.430682 2.829722 -1.009188 0.0 0.1 0.0
H -4.778415 3.249311 0.067758 0.0 0.0 0.0
H -2.942943 1.320511 3.264851 0.0 0.0 0.0
H -3.617811 2.840040 2.719633 0.0 0.0 0.0
H -1.949217 2.438681 2.312143 0.0 0.0 0.1
H 2.179936 -4.062435 -0.530756 0.0 0.0 0.0
H 3.554032 -3.184831 -2.393533 0.0 0.0 0.0
H 2.901247 -0.994338 -3.434536 0.0 0.0 0.0
H 1.004493 0.235523 -2.475940 0.0 0.0 0.0
H 0.647200 -6.106535 1.567803 0.0 0.0 0.0
H 1.803966 -5.747277 2.838040 0.0 0.0 0.0
H 2.250912 -5.479457 1.162165 0.0 0.0 0.0
H -1.091865 -4.559470 3.415564 0.0 0.0 0.0
H -1.029153 -2.820419 3.668698 0.0 0.1 0.0
H 0.141540 -3.858249 4.449399 0.0 0.0 0.0
H 3.116519 -2.820851 1.802071 0.0 0.0 0.0
H 2.625115 -2.756348 3.490283 0.0 0.0 0.0
H 2.091333 -1.509171 2.359341 0.0 0.0 0.0
H 0.715663 -6.021062 -0.713841 0.0 0.0 0.0
H 0.392658 -5.077439 -2.175500 0.0 0.0 0.0
H -0.717098 -6.349369 -1.679024 0.0 0.0 0.0
H -1.627417 -5.838035 1.581406 0.0 0.0 0.0
H -2.935864 -5.816209 0.408817 0.0 0.0 0.0
H -2.747944 -4.473932 1.528546 0.0 0.0 0.0
H -1.719899 -2.646627 -2.091772 0.0 0.0 0.0
H -3.136301 -3.084897 -1.115093 0.0 0.0 0.0
H -2.562619 -4.167891 -2.371522 0.0 0.0 0.0
C 4.581630 2.925651 0.752790 0.0 0.0 0.0
Si 3.093476 1.811706 0.929549 -0.1 0.0 0.0
C 3.565611 0.126736 0.278931 0.0 0.0 0.0
C 2.574475 1.668421 2.729033 0.0 0.0 0.0
C 1.652544 2.567520 -0.070840 0.3 0.3 0.0
C 0.760064 3.516637 0.610953 -0.1 -0.1 -0.1
C 1.199567 4.503104 1.494685 0.0 0.0 0.0
C 0.303070 5.461918 1.933636 0.0 0.0 0.0
C -1.016243 5.399993 1.513287 0.0 0.0 0.0
C -1.402907 4.354714 0.691849 0.0 0.0 0.0
N -0.544342 3.435329 0.253384 0.2 0.0 -0.1
Si 1.923128 3.147675 -1.886144 0.1 0.1 0.0
C 3.010419 1.941466 -2.814285 0.1 0.0 0.0
C 2.793571 4.794511 -1.702570 0.1 0.0 0.1
C 0.351189 3.575422 -2.822214 0.0 0.0 0.0
H 5.415123 2.466377 1.290918 0.0 0.0 0.0
H 4.434343 3.925564 1.163222 0.0 0.0 0.0
H 4.881731 3.025403 -0.291319 0.0 0.0 0.0
H 4.144587 -0.386720 1.050601 0.0 0.0 0.0
H 4.199399 0.200506 -0.606126 0.0 0.0 0.0
H 2.708067 -0.502729 0.037462 0.1 0.0 0.1
H 3.331717 2.123206 3.371532 0.0 0.0 0.0
H 2.492979 0.621422 3.027286 0.0 0.0 0.0
H 1.625769 2.157090 2.956005 0.0 0.0 0.0
H 2.238806 4.537281 1.790496 0.0 0.0 0.0
H 0.631505 6.251798 2.596078 0.0 0.0 0.0
H -1.743209 6.134962 1.827313 0.0 0.0 0.0
H -2.432580 4.245833 0.384549 0.0 0.0 0.0
H 3.125359 0.984502 -2.307593 0.1 0.2 0.0
H 4.006366 2.373126 -2.934179 0.0 0.0 0.0
H 2.622194 1.749937 -3.816993 0.0 0.0 0.0
H 3.784331 4.719460 -1.257318 0.0 0.0 0.0
H 2.200032 5.495668 -1.113370 0.0 0.0 0.0
H 2.905355 5.213995 -2.706435 0.0 0.0 0.0
H -0.521108 2.949436 -2.652067 0.0 0.0 0.0
H 0.581618 3.560023 -3.891035 0.0 0.0 0.0
H 0.066638 4.598022 -2.566206 0.0 0.0 0.0

Which of these has the highest multiplicity?
C34H60N3PdSbSi5

What did the second record say?
23
Properties=species:S:1:pos:R:3:forces:R:3 method="wB97M-V/def2-TZVPD" e_above_lowest_kcal_mol=12.7 homo_ev=-9.28 orbital_gap_ev=9.979 lumo_energy_ha=0.0258 smiles="N=C(NN)NN.Cc1ncon1" multiplicity=1
N 0.163965 -1.741846 -3.184478 0.0 0.1 0.4
C -0.255380 -1.311682 -2.053402 0.0 -0.3 -0.4
N -0.272794 0.011553 -1.628614 -1.2 -0.4 -0.4
N -1.371347 0.513360 -0.892093 -1.6 -1.1 -0.6
N -0.747146 -2.229078 -1.124490 0.1 -0.3 -0.4
N -0.285130 -2.180329 0.210041 0.2 1.0 0.5
H 0.355685 -0.975921 -3.821199 0.0 0.1 -0.1
H -0.020599 0.664906 -2.353788 -0.1 0.0 -0.2
H -1.173702 0.413104 0.097961 0.0 0.2 -0.3
H -2.208746 -0.058921 -1.081092 0.5 0.2 -0.2
H -0.630574 -3.163326 -1.505220 -0.1 0.2 0.1
H 0.642267 -1.714595 0.259753 -0.8 -0.5 0.0
H -0.954563 -1.618048 0.755996 0.6 -0.4 -0.3
C -0.192924 1.870865 2.892615 -0.1 0.0 0.0
C 0.687676 1.333967 1.813072 0.0 0.3 -0.3
N 0.388969 1.477513 0.467667 1.9 0.2 0.8
C 1.407311 0.872364 -0.082775 -0.3 0.9 1.6
O 2.275774 0.386578 0.782878 0.2 -0.1 0.1
N 1.794365 0.698518 2.050354 -0.1 -0.2 0.3
H -1.064914 2.363808 2.445755 0.3 -0.1 0.1
H 0.360213 2.592208 3.501811 -0.1 -0.1 -0.1
H -0.529772 1.057974 3.542332 0.0 0.2 0.0
H 1.631363 0.737028 -1.093081 0.6 0.1 -0.9